1.
{
  "formula": "C24H43GaN2OP3",
  "method": "ωB97M-V/def2-TZVPD",
  "species": ["Ga", "P", "P", "P", "H", "C", "C", "H", "C", "C", "C", "C", "C", "C", "C", "C", "C", "H", "H", "H", "H", "H", "H", "H", "H", "H", "H", "H", "H", "H", "H", "H", "H", "H", "H", "H", "H", "H", "H", "H", "H", "H", "H", "H", "H", "H", "C", "C", "C", "C", "C", "C", "O", "H", "H", "H", "H", "H", "H", "N", "C", "N", "C", "C", "C", "C", "C", "C", "H", "H", "H", "H", "H", "H"],
  "positions_angstrom": [[-0.34921, 0.13640, -0.37294], [2.08112, 0.47031, 1.84049], [-1.16499, 2.60097, -1.31642], [1.92149, -0.17025, -1.41460], [-1.10244, -4.33310, 0.37132], [-0.11926, -4.77838, 0.54892], [0.62927, -4.36740, 1.58482], [0.23873, -3.59593, 2.26160], [1.46286, 0.35563, 3.56434], [2.73634, 2.19340, 1.91273], [3.65729, -0.45120, 2.11777], [-2.93065, 2.28776, -1.56112], [-1.05863, 4.24317, -0.59155], [-0.41439, 2.61726, -2.94772], [2.44123, -1.85463, -0.93252], [3.43258, 0.86320, -1.32964], [1.66293, -0.33378, -3.21274], [0.16997, -5.60788, -0.10340], [1.62511, -4.76526, 1.81834], [0.91338, -0.58537, 3.68551], [0.78556, 1.18645, 3.79202], [2.31471, 0.36959, 4.25859], [1.92200, 2.86888, 2.20373], [3.11544, 2.50111, 0.93037], [3.54465, 2.25163, 2.65502], [3.43465, -1.52544, 2.17160], [4.08450, -0.12495, 3.07617], [4.38788, -0.28334, 1.31762], [-3.14690, 2.09090, -2.61962], [-3.50789, 3.16450, -1.23570], [-3.26523, 1.42627, -0.97762], [-1.51222, 4.94650, -1.29721], [-0.01615, 4.53228, -0.40983], [-1.60702, 4.27025, 0.35936], [-0.82464, 3.46913, -3.50458], [-0.64681, 1.70076, -3.50037], [0.67431, 2.72442, -2.89262], [2.81698, -2.35873, -1.83229], [1.59133, -2.42282, -0.53319], [3.24085, -1.81992, -0.18231], [4.05020, 0.63476, -2.21155], [4.02489, 0.66433, -0.42666], [3.16441, 1.92860, -1.35911], [2.57669, -0.77164, -3.63678], [1.49192, 0.64847, -3.67075], [0.81546, -0.99449, -3.43448], [-1.34421, -1.98424, -2.21048], [-2.27975, -1.22201, -2.94330], [-2.49901, -1.53786, -4.28301], [-1.86367, -2.64075, -4.85836], [-1.02098, -3.45682, -4.09660], [-0.78200, -3.15734, -2.75402], [-0.92830, -1.57919, -0.99128], [-0.16504, 1.89038, -0.22026], [-2.77461, -0.37769, -2.45601], [-3.16351, -0.90135, -4.86987], [-2.03167, -2.87232, -5.91178], [-0.54034, -4.33311, -4.53333], [-0.14860, -3.77410, -2.11838], [-2.35916, -1.26972, 2.98597], [-1.69892, -1.38027, 1.82003], [-1.33231, -0.16457, 1.38794], [-1.74306, 0.77766, 2.35921], [-1.35613, 2.10603, 2.55400], [-1.65086, 2.69354, 3.79599], [-2.32971, 1.97047, 4.79168], [-2.70163, 0.63246, 4.59060], [-2.40643, 0.07861, 3.35520], [-2.74008, -2.04070, 3.52631], [-1.54899, -2.30871, 1.28244], [-0.82420, 2.63953, 1.76376], [-1.35681, 3.72886, 3.99084], [-2.56115, 2.46609, 5.73700], [-3.19120, 0.01466, 5.34274]],
  "forces_ev_per_angstrom": [[1.036, -4.642, 0.974], [0.491, 0.635, 1.026], [0.142, 2.109, -0.221], [-0.045, -0.655, -0.979], [0.224, -0.250, -0.020], [0.378, 0.127, 0.701], [-0.301, -0.011, -0.556], [0.271, -0.250, -0.190], [-0.397, -0.210, -0.018], [-0.133, -0.026, -0.290], [-0.143, -0.382, -0.377], [-0.378, -0.816, 0.536], [0.426, 0.018, 0.469], [0.746, -0.611, 0.052], [-0.218, -0.010, 0.393], [-0.292, 0.455, 0.333], [-0.126, 0.137, -0.061], [-0.006, 0.385, 0.190], [-0.552, 0.034, -0.113], [0.112, 0.122, 0.157], [0.161, -0.207, -0.021], [-0.317, 0.030, -0.164], [0.212, -0.045, -0.017], [0.036, 0.052, 0.322], [-0.242, 0.091, -0.207], [0.180, 0.212, 0.056], [-0.076, -0.065, -0.339], [-0.108, -0.086, 0.266], [0.367, -0.035, 0.192], [0.371, -0.107, 0.100], [-0.207, 0.035, -0.035], [-0.019, -0.088, -0.003], [-0.184, -0.027, -0.082], [0.044, -0.001, -0.246], [-0.113, -0.005, 0.267], [-0.071, 0.032, 0.116], [-0.163, 0.113, 0.015], [-0.093, 0.163, 0.161], [0.203, 0.052, -0.102], [-0.261, 0.041, -0.194], [-0.290, -0.053, 0.207], [-0.315, 0.098, -0.320], [0.218, -0.235, -0.030], [-0.214, 0.136, 0.022], [0.118, -0.279, 0.022], [0.123, 0.093, 0.078], [-0.287, -0.147, -1.376], [1.045, -0.403, 0.088], [-0.059, -0.038, 0.038], [0.043, -0.033, -0.216], [-0.293, 0.079, 0.242], [-0.229, 0.782, 0.036], [0.282, 1.895, 1.526], [-1.562, 1.089, -1.378], [0.075, -0.192, -0.113], [0.123, -0.345, 0.064], [0.039, 0.079, 0.356], [-0.224, 0.250, 0.037], [-0.024, 0.138, -0.229], [0.257, 0.024, -0.669], [-0.805, 0.656, 0.387], [0.354, 0.554, -0.877], [0.598, -0.211, -0.135], [-0.350, 0.196, 0.347], [-0.015, -0.096, -0.859], [-0.318, -0.611, 0.057], [-0.187, 0.734, 0.235], [0.635, -0.480, 0.436], [0.095, 0.075, -0.191], [0.046, 0.176, 0.036], [0.036, 0.021, 0.415], [-0.119, -0.401, -0.072], [0.119, -0.256, -0.286], [0.133, 0.389, 0.029]],
  "lowdin_charge": [0.46, 0.79, 0.90, 0.79, 0.04, -0.07, -0.07, 0.03, -0.26, -0.26, -0.26, -0.15, -0.18, -0.18, -0.20, -0.21, -0.22, 0.07, 0.07, 0.05, 0.03, 0.07, 0.04, 0.02, 0.07, 0.05, 0.06, 0.04, 0.09, 0.10, 0.07, 0.10, 0.09, 0.07, 0.11, 0.07, 0.07, 0.08, 0.03, 0.04, 0.08, 0.03, 0.05, 0.08, 0.04, 0.05, -0.40, -0.05, -0.07, -0.06, -0.04, -0.02, -0.20, 0.03, 0.08, 0.12, 0.12, 0.13, 0.10, 0.19, -0.06, 0.03, -0.23, -0.05, -0.04, -0.02, 0.04, -0.17, 0.20, 0.13, 0.07, 0.13, 0.13, 0.14],
  "relative_energy_ev": 2.559,
  "homo_lumo_gap_ev": 4.800,
  "homo_ev": -15.84,
  "charge": 3
}

---

2.
{
  "formula": "C24H43HfN2OP2",
  "method": "ωB97M-V/def2-TZVPD",
  "species": ["Hf", "P", "P", "N", "C", "H", "H", "C", "H", "H", "C", "H", "H", "C", "H", "H", "C", "C", "H", "H", "H", "C", "C", "H", "H", "H", "C", "C", "H", "H", "H", "C", "C", "H", "H", "H", "C", "C", "H", "H", "H", "C", "H", "H", "H", "C", "H", "H", "H", "C", "H", "H", "H", "H", "H", "H", "H", "O", "H", "H", "N", "C", "C", "C", "C", "C", "C", "C", "H", "H", "H", "H", "H"],
  "positions_angstrom": [[-0.46636, -0.22143, -0.59745], [-0.51627, 2.09169, -1.73735], [-1.41686, -2.15471, 0.82547], [-2.37194, 0.76292, 0.36400], [-1.90424, 2.94799, -0.87198], [-1.51744, 3.91263, -0.51499], [-2.68244, 3.18341, -1.61899], [-2.53078, 2.24894, 0.35622], [-2.11698, 2.62102, 1.30761], [-3.63389, 2.40621, 0.32955], [-2.97028, 0.17966, 1.60250], [-4.05525, 0.42250, 1.52440], [-2.52321, 0.71331, 2.45669], [-2.81719, -1.35351, 1.72316], [-3.75202, -1.85823, 1.42285], [-2.68180, -1.56835, 2.79237], [-0.30051, -2.82028, 2.15590], [1.07426, -3.20144, 1.59301], [1.76527, -3.37518, 2.42997], [1.51284, -2.41005, 0.97316], [1.03050, -4.12019, 0.99436], [-2.17324, -3.58583, -0.07158], [-1.10471, -4.43929, -0.76007], [-1.60503, -5.14084, -1.44288], [-0.52710, -5.03781, -0.04182], [-0.41091, -3.83761, -1.36274], [-0.95833, 2.13782, -3.53404], [0.17056, 1.57294, -4.40089], [-0.21173, 1.42735, -5.42142], [0.52509, 0.59607, -4.04432], [1.02535, 2.26055, -4.46700], [0.97243, 3.17203, -1.46841], [2.26822, 2.42870, -1.81447], [3.12390, 3.03043, -1.47767], [2.37183, 2.26830, -2.89493], [2.34112, 1.45479, -1.31551], [0.50253, -1.35793, -2.08811], [-3.15452, -4.44270, 0.73595], [-2.65369, -5.02797, 1.51493], [-3.95056, -3.85268, 1.20175], [-3.63556, -5.15538, 0.05195], [-1.46818, 3.48236, -4.06436], [-1.82691, 3.33578, -5.09249], [-2.30646, 3.87835, -3.48174], [-0.67979, 4.24223, -4.10060], [0.93196, 4.56124, -2.12062], [1.73206, 5.17619, -1.68183], [1.12543, 4.51799, -3.20069], [-0.01152, 5.09158, -1.94331], [-0.87826, -3.94317, 3.02895], [-0.87850, -4.91190, 2.51171], [-0.23794, -4.06036, 3.91613], [-1.89019, -3.72752, 3.39276], [-0.16964, -1.93523, 2.80662], [0.94908, 3.32485, -0.37309], [-2.74661, -3.06428, -0.85855], [-1.79757, 1.42040, -3.56488], [0.98795, -1.99175, -2.94262], [-3.13075, 0.60718, -0.16385], [-1.33032, -0.83137, -1.91826], [1.10772, 0.25978, 0.74557], [2.05512, 0.44214, 1.44306], [3.23387, 0.54822, 2.18612], [4.37934, -0.14646, 1.73593], [5.54361, -0.03840, 2.47406], [5.56980, 0.74024, 3.63478], [4.42957, 1.42335, 4.07228], [3.24664, 1.33995, 3.35877], [4.31773, -0.74961, 0.81654], [6.42725, -0.56842, 2.13256], [6.49044, 0.81620, 4.20620], [4.45150, 2.02660, 4.97232], [2.33251, 1.85599, 3.66339]],
  "forces_ev_per_angstrom": [[-0.434, 2.969, 4.663], [-0.121, 2.158, -1.173], [-0.981, -1.871, 1.278], [2.466, 0.348, 1.476], [-0.359, 0.321, 0.299], [-0.113, -0.116, -0.262], [0.348, -0.203, 0.316], [-0.075, 0.640, 0.366], [-0.215, 0.057, -0.440], [0.795, 0.348, 0.359], [-0.208, 0.072, 0.728], [0.704, -0.077, 0.610], [-0.294, -0.329, -0.199], [-0.374, 0.231, 0.352], [0.444, 0.250, 0.034], [-0.115, -0.137, -0.247], [0.294, 0.515, 0.174], [0.139, -0.183, 0.089], [-0.160, -0.022, -0.248], [-0.029, -0.070, 0.012], [0.071, 0.277, 0.219], [-0.286, 0.235, -0.503], [0.012, -0.214, -0.095], [0.180, 0.192, 0.189], [-0.208, 0.186, -0.235], [-0.066, -0.177, 0.125], [-0.430, -0.430, -0.084], [0.058, 0.008, -0.226], [0.141, 0.030, 0.292], [0.015, 0.194, -0.097], [-0.298, -0.217, 0.005], [0.166, -0.135, 0.580], [0.184, 0.086, -0.102], [-0.188, -0.173, -0.147], [0.040, 0.074, 0.348], [0.007, 0.062, -0.065], [3.996, -4.817, -6.353], [-0.032, -0.135, 0.154], [-0.196, 0.173, -0.287], [0.110, -0.191, -0.073], [0.113, 0.230, 0.130], [0.038, 0.197, -0.052], [0.060, -0.017, 0.281], [0.149, -0.019, -0.177], [-0.291, -0.260, -0.026], [0.037, 0.158, -0.046], [-0.215, -0.232, -0.076], [-0.077, -0.045, 0.343], [0.186, -0.115, -0.096], [-0.014, -0.116, 0.131], [0.001, 0.340, 0.107], [-0.143, 0.093, -0.275], [0.196, -0.088, -0.110], [0.012, -0.168, -0.154], [0.031, -0.063, -0.214], [0.056, -0.195, 0.100], [0.128, 0.149, -0.108], [-2.416, 2.963, 3.926], [-2.864, -1.623, -3.703], [-1.145, -1.192, -2.390], [2.840, 0.575, 1.985], [-1.274, -0.715, -1.425], [-0.370, 0.261, 0.139], [-0.034, -0.189, -0.322], [-0.127, -0.150, -0.265], [-0.162, 0.018, -0.061], [-0.330, 0.093, -0.019], [0.071, -0.063, -0.066], [0.186, 0.326, 0.563], [-0.063, 0.119, 0.145], [-0.122, -0.004, -0.072], [0.119, -0.080, -0.058], [0.433, -0.118, 0.034]],
  "lowdin_charge": [1.21, 0.93, 0.94, -0.21, -0.27, 0.10, 0.09, -0.20, 0.13, 0.15, -0.20, 0.15, 0.13, -0.27, 0.09, 0.10, -0.53, -0.11, 0.10, 0.04, 0.08, -0.53, -0.09, 0.11, 0.08, 0.05, -0.53, -0.09, 0.11, 0.05, 0.08, -0.53, -0.11, 0.10, 0.08, 0.04, -0.18, -0.08, 0.07, 0.08, 0.11, -0.08, 0.11, 0.08, 0.07, -0.08, 0.11, 0.09, 0.09, -0.08, 0.09, 0.11, 0.09, 0.11, 0.11, 0.11, 0.11, 0.19, 0.06, -0.04, 0.05, -0.03, -0.22, 0.01, -0.02, 0.02, -0.01, 0.01, 0.14, 0.13, 0.14, 0.13, 0.13],
  "homo_lumo_gap_ev": 6.655,
  "homo_ev": -18.04,
  "charge": 3
}

---

3.
{
  "formula": "C24H43MgNP2",
  "method": "ωB97M-V/def2-TZVPD",
  "species": ["P", "P", "C", "C", "H", "H", "H", "H", "C", "H", "H", "H", "C", "H", "H", "H", "C", "H", "H", "H", "C", "H", "H", "H", "Mg", "C", "C", "C", "C", "C", "C", "C", "C", "C", "H", "H", "H", "H", "H", "H", "H", "H", "H", "H", "H", "H", "H", "H", "H", "C", "N", "C", "C", "C", "C", "C", "C", "C", "C", "H", "H", "H", "H", "H", "H", "H", "H", "H", "H", "H", "H"],
  "positions_angstrom": [[-1.33113, -2.83000, -0.89175], [-0.52481, 0.30548, -2.09536], [-1.75255, -2.05662, -2.54571], [-0.66477, -1.17346, -3.15685], [-2.74157, -1.51967, -2.49488], [-1.87620, -2.91997, -3.23511], [0.33051, -1.65803, -3.18916], [-0.97226, -0.86608, -4.18080], [-1.87104, 1.50028, -2.58789], [-1.42085, 2.49861, -2.77601], [-2.65166, 1.60311, -1.82453], [-2.30506, 1.12252, -3.52182], [0.38291, 1.14728, -3.61762], [-0.22239, 0.97527, -4.53197], [1.38278, 0.78569, -3.89750], [0.49276, 2.23930, -3.51781], [-2.50905, -4.14348, -1.34270], [-2.40764, -5.11248, -0.85628], [-2.29863, -4.34199, -2.40779], [-3.53240, -3.74249, -1.24742], [0.32435, -3.50140, -1.32272], [1.05424, -2.67977, -1.42443], [0.19368, -4.06534, -2.27419], [0.76105, -4.20350, -0.59523], [-1.62775, -1.06719, 0.33396], [1.40738, 4.04190, -1.38803], [0.38148, 3.37802, -0.83379], [0.31094, 2.26250, 0.20969], [1.63051, 1.50286, 0.50623], [2.74785, 1.25264, -0.49991], [2.89285, 1.37479, -1.84392], [3.20615, 2.61312, -2.64352], [2.87912, 3.84820, -1.71220], [-1.25165, -2.98324, 1.27814], [1.00561, 4.94140, -1.93648], [-0.68412, 3.64357, -1.11200], [-0.49905, 1.50360, 0.00215], [0.08824, 2.66918, 1.23822], [1.99622, 2.09286, 1.37986], [1.45363, 0.50247, 0.95753], [3.56886, 0.74675, 0.04511], [2.54644, 0.48968, -2.50899], [2.69816, 2.68777, -3.65081], [4.30750, 2.68145, -2.75218], [3.54302, 3.78589, -0.80836], [3.10581, 4.78458, -2.26822], [-0.49106, -2.54169, 1.96362], [-0.79882, -3.90817, 0.90758], [-2.14808, -3.32293, 1.84283], [-3.45694, -0.07784, 2.63471], [-2.05914, -0.54270, 2.77515], [-2.02487, -1.51405, 3.88758], [-1.15686, 0.57387, 3.16428], [0.30695, 0.17273, 3.21774], [1.24911, 1.14453, 3.69667], [2.61311, 0.85644, 3.65538], [3.05836, -0.39461, 3.22857], [2.11053, -1.39669, 2.88008], [0.79195, -1.05945, 2.86845], [-4.13084, -0.93983, 2.50988], [-3.57863, 0.57773, 1.75735], [-3.75287, 0.46849, 3.55117], [-1.02069, -1.93384, 3.98727], [-2.32854, -1.01491, 4.82449], [-2.72713, -2.32291, 3.67195], [-1.35918, 1.40435, 2.46748], [-1.44353, 0.96018, 4.16910], [0.87364, 2.09631, 4.08326], [3.33726, 1.62310, 3.92861], [4.12754, -0.62293, 3.22074], [2.46123, -2.40121, 2.64911]],
  "forces_ev_per_angstrom": [[-0.658, -0.186, -2.544], [1.908, 1.925, -2.889], [0.521, -1.441, -2.498], [-1.586, -0.033, 0.080], [0.881, -0.485, 0.194], [-0.172, 0.748, -0.320], [-0.579, 0.234, -0.055], [0.371, -0.267, 0.558], [-0.800, -0.299, 0.350], [-0.331, -0.828, 0.246], [-0.052, -0.010, -0.199], [-0.132, 0.233, 0.173], [0.863, 0.434, -0.079], [-0.039, -0.004, 0.696], [-0.318, -0.227, 0.341], [-0.071, -0.464, 0.285], [-0.336, -0.815, 0.319], [-0.149, 0.218, 0.566], [-0.297, -0.033, 0.631], [0.376, -0.363, -0.048], [0.281, -0.194, 0.090], [-0.337, -0.364, -0.141], [0.171, 0.586, 0.420], [-0.464, 0.334, -0.050], [0.480, 2.271, 3.993], [-1.320, 0.865, -1.311], [-1.192, -0.899, 0.831], [0.663, -0.645, 0.359], [1.032, 2.371, 0.869], [-0.147, -0.233, 1.838], [-0.733, -0.599, -2.977], [-2.096, 1.378, 1.082], [0.161, 0.630, 0.055], [0.026, -2.530, 0.355], [0.441, -0.989, 0.284], [1.461, 0.536, 0.417], [0.606, 1.147, 0.054], [-0.293, 0.101, -1.194], [0.361, -0.689, -0.436], [0.008, 0.424, -0.443], [-1.160, -1.888, -0.479], [2.881, 0.258, 1.110], [0.630, -0.046, 1.012], [-0.524, -0.423, -0.243], [-0.603, 0.013, -0.710], [0.421, -0.653, 0.481], [-0.048, 0.301, -0.379], [0.100, -0.510, 0.680], [0.160, 0.233, -0.468], [0.167, 0.142, 0.370], [-0.180, 0.375, -0.294], [-0.284, -0.406, -0.270], [-0.391, 0.116, 0.064], [2.149, 1.825, 0.914], [-1.097, -0.645, -0.258], [-0.167, 0.149, 0.001], [-0.238, -0.974, -0.046], [2.059, 1.876, 0.668], [-2.693, -1.707, -1.408], [0.280, 0.217, 0.053], [0.103, 0.012, 0.299], [-0.166, -0.067, -0.367], [-0.118, 0.208, -0.106], [0.055, -0.048, -0.216], [0.019, 0.066, 0.121], [0.259, -0.156, 0.036], [-0.138, -0.189, -0.342], [0.316, 0.028, -0.081], [-0.142, -0.154, 0.075], [-0.176, 0.173, -0.020], [0.015, 0.034, -0.095]],
  "lowdin_charge": [0.65, 0.90, -0.50, -0.46, 0.09, 0.05, 0.08, 0.08, -0.29, 0.03, 0.03, 0.05, -0.28, 0.04, 0.02, 0.03, -0.23, 0.05, 0.04, 0.06, -0.19, 0.05, 0.07, 0.06, 0.62, -0.11, -0.13, -0.24, -0.19, -0.09, -0.18, -0.20, -0.20, -0.33, 0.11, 0.10, 0.01, 0.11, 0.10, 0.09, 0.11, 0.10, 0.10, 0.11, 0.12, 0.10, -0.02, -0.01, 0.03, -0.11, -0.30, -0.11, -0.19, -0.30, -0.09, -0.14, -0.11, -0.15, -0.14, 0.09, 0.08, 0.09, 0.07, 0.10, 0.07, 0.10, 0.13, 0.10, 0.09, 0.09, 0.07],
  "relative_energy_ev": 6.267,
  "homo_lumo_gap_ev": [4.509, 4.514],
  "homo_ev": [-5.33, -5.33],
  "charge": 0
}

---

It is found that the strongest force on any atom values, taken in the order of the records, are 4.9, 8.9, 4.6 eV/Å.
It is found that the DFT total energy values, taken in the order of the records, are -110828.826, -50470.756, -51084.332 eV.